Model P:
2 unconnected molecules or ions with the total composition CN2O2, computed with wB97M-V/def2-TZVPD.

CARTESIAN COORDINATES (ANGSTROEM)
O: -0.305 0.401 1.778
O: 0.561 -1.453 0.966
N: -0.219 0.867 -2.430
N: 0.096 -0.386 1.018
C: -0.134 0.571 -1.332

Multiplicity: 1
LUMO (spin up / spin down): -0.0968 / -0.1368 Ha
Molar mass: 72.0 Da

Model Q:
2 unconnected molecules or ions with the total composition CN2O2, computed with wB97M-V/def2-TZVPD.

CARTESIAN COORDINATES (ANGSTROEM)
O: 1.679 -0.479 -0.051
O: 0.260 1.717 -0.019
N: -1.822 -0.621 -0.040
N: 0.572 -0.143 0.077
C: -0.688 -0.474 0.034

Multiplicity: 1
LUMO (spin up / spin down): -0.1334 / -0.1323 Ha
Molar mass: 72.0 Da

Most stable: model P (next structure +2.232 eV)

Model P:
A single C3H2N2O2 molecule, computed with wB97M-V/def2-TZVPD.

CARTESIAN COORDINATES (ANGSTROEM)
O: -0.150 -2.421 -1.810
O: 0.866 -1.533 2.643
N: 0.103 -2.004 -0.615
N: 0.455 -2.505 0.614
C: 0.176 -0.178 0.748
C: 0.538 -1.441 1.493
C: -0.033 -0.561 -0.500
H: 0.138 0.791 1.205
H: -0.281 -0.034 -1.403

Multiplicity: 1
LUMO (spin up / spin down): -0.0855 / -0.0856 Ha
Molar mass: 98.1 Da

Model Q:
A single C3H2N2O2 molecule, computed with wB97M-V/def2-TZVPD.

CARTESIAN COORDINATES (ANGSTROEM)
O: 0.007 0.502 -0.711
O: -1.532 -1.221 -0.529
N: 1.803 0.919 0.716
N: -0.711 -1.228 1.952
C: -1.042 -0.315 -1.122
C: 0.032 -0.499 1.451
C: 0.704 0.352 0.489
H: -1.374 -0.020 -2.124
H: 2.107 1.458 -0.098

Multiplicity: 1
LUMO: -0.0054 Ha
Molar mass: 98.1 Da

Model R:
2 unconnected molecules or ions with the total composition C3H2N2O2, computed with wB97M-V/def2-TZVPD.

CARTESIAN COORDINATES (ANGSTROEM)
O: -0.820 -0.512 0.496
O: 1.107 -1.557 -0.076
N: -1.022 2.054 -0.299
N: 2.036 0.122 -0.334
C: -0.090 1.293 -0.228
C: 1.252 1.015 -0.357
C: -0.063 -1.535 0.336
H: -1.943 1.664 -0.107
H: -0.456 -2.544 0.569

Multiplicity: 1
LUMO (spin up / spin down): -0.0443 / -0.0443 Ha
Molar mass: 98.1 Da

Model S:
A single C3H2N2O2 molecule, computed with wB97M-V/def2-TZVPD.

CARTESIAN COORDINATES (ANGSTROEM)
O: 0.200 0.875 0.990
O: 2.151 1.471 0.040
N: -1.051 -0.954 0.157
N: 0.541 0.225 -1.270
C: -0.742 -0.089 1.058
C: -0.420 -0.708 -0.963
C: 1.083 0.894 -0.173
H: -1.233 -0.240 1.956
H: -0.530 -1.474 -1.795

Multiplicity: 1
LUMO: -0.0379 Ha
Molar mass: 98.1 Da

Most stable: model S (next structure +0.356 eV)

Model P:
A single C3H2N2O2 molecule, computed with wB97M-V/def2-TZVPD.

CARTESIAN COORDINATES (ANGSTROEM)
O: -2.394 0.311 -0.935
O: -0.282 -1.644 -0.408
N: 0.657 0.221 0.656
N: 2.015 -0.623 0.626
C: -1.710 0.243 0.052
C: -0.387 -0.531 0.032
C: 1.834 0.341 -0.125
H: -1.982 0.721 1.014
H: 2.249 0.961 -0.912

Multiplicity: 1
LUMO: -0.0183 Ha
Molar mass: 98.1 Da

Model Q:
A single C3H2N2O2 molecule, computed with wB97M-V/def2-TZVPD.

CARTESIAN COORDINATES (ANGSTROEM)
O: 0.365 0.694 1.036
O: 1.880 1.108 -1.543
N: -0.803 0.430 1.726
N: -0.852 -0.576 -0.290
C: 0.258 0.071 -0.134
C: -1.482 -0.305 0.896
C: 1.398 0.097 -1.110
H: 1.748 -0.905 -1.402
H: -2.467 -0.673 1.141

Multiplicity: 1
LUMO: -0.0112 Ha
Molar mass: 98.1 Da

Model R:
2 unconnected molecules or ions with the total composition C3H2N2O2, computed with wB97M-V/def2-TZVPD.

CARTESIAN COORDINATES (ANGSTROEM)
O: 0.329 2.021 0.121
O: 2.383 1.409 -0.014
N: 1.225 1.259 -0.038
N: 1.420 -2.501 0.106
C: 0.584 -1.740 -0.071
C: -0.582 -1.076 -0.070
C: -1.490 -0.171 -0.040
H: -1.346 0.903 -0.392
H: -2.523 -0.104 0.398

Multiplicity: 1
LUMO (spin up / spin down): -0.0489 / -0.0779 Ha
Molar mass: 98.1 Da

Model S:
A single C3H2N2O2 molecule, computed with wB97M-V/def2-TZVPD.

CARTESIAN COORDINATES (ANGSTROEM)
O: 0.563 -0.642 0.451
O: 1.367 0.963 -0.930
N: -1.432 2.141 0.652
N: -1.569 -1.123 -0.371
C: 1.553 0.125 -0.102
C: -0.737 -0.311 0.099
C: -1.124 1.056 0.403
H: -1.138 -2.035 -0.531
H: 2.516 -0.174 0.329

Multiplicity: 1
LUMO: -0.0060 Ha
Molar mass: 98.1 Da

Most stable: model S (next structure +0.775 eV)

Model P:
A single C6H8S molecule, computed with wB97M-V/def2-TZVPD.

CARTESIAN COORDINATES (ANGSTROEM)
S: -0.894 -1.678 0.310
C: -0.174 0.957 -0.217
C: 0.427 0.728 1.154
C: 0.405 -0.409 0.160
C: 1.672 -0.919 -0.514
C: -1.659 0.764 -0.439
C: -2.125 -0.448 -0.061
H: 2.435 -0.163 -0.685
H: -3.180 -0.757 0.094
H: -0.187 0.642 2.033
H: 2.164 -1.756 0.055
H: 0.384 1.603 -0.853
H: 1.553 -1.346 -1.497
H: 1.447 1.196 1.357
H: -2.268 1.586 -0.899

Multiplicity: 1
LUMO: 0.0354 Ha
Molar mass: 112.2 Da

Model Q:
A single C6H8S molecule, computed with wB97M-V/def2-TZVPD.

CARTESIAN COORDINATES (ANGSTROEM)
S: 1.079 -2.519 1.724
C: 1.508 0.988 -1.543
C: -1.343 0.169 0.332
C: 0.783 -0.914 1.606
C: -2.214 -0.538 -0.463
C: 0.135 -0.232 0.423
C: 1.012 0.836 -0.179
H: -1.982 -1.262 -1.321
H: -1.645 1.004 1.153
H: 2.396 1.670 -1.668
H: -3.115 0.014 -0.405
H: 1.213 1.546 0.737
H: 0.155 -0.859 -0.461
H: 0.942 0.310 -2.497
H: 1.076 -0.213 2.564

Multiplicity: 1
LUMO: -0.0199 Ha
Molar mass: 112.2 Da

Most stable: model P (next structure +3.700 eV)

Model P:
A gas-phase ion, C6H9N2 (charge +1), computed with wB97M-V/def2-TZVPD.

CARTESIAN COORDINATES (ANGSTROEM)
N: -1.065 -1.788 0.241
N: 1.399 -1.739 -0.607
C: -0.785 0.555 0.783
C: 1.408 1.955 -1.013
C: -0.296 1.822 0.799
C: 0.810 -0.560 -0.674
C: -0.671 -0.464 -0.261
C: 0.681 2.470 -0.118
H: 0.391 3.562 -0.167
H: 2.341 -1.795 -0.785
H: -0.509 -2.152 1.074
H: -1.396 0.359 1.635
H: -1.223 -0.079 -1.035
H: 0.833 -2.488 -0.270
H: -0.605 2.449 1.615
H: 2.169 1.567 -1.724
H: -2.099 -1.857 0.457

Multiplicity: 1
LUMO (spin up / spin down): -0.1962 / -0.1962 Ha
Molar mass: 109.2 Da
Total charge: +1

Model Q:
A gas-phase ion, C6H9N2 (charge +1), computed with wB97M-V/def2-TZVPD.

CARTESIAN COORDINATES (ANGSTROEM)
N: 1.665 -1.276 -0.449
N: 1.731 1.543 0.231
C: -1.941 -0.675 0.055
C: -0.702 1.468 -0.100
C: 0.583 0.803 0.080
C: -0.658 -1.345 0.242
C: 0.571 -0.594 -0.059
C: -1.851 0.640 -0.339
H: 1.463 -2.307 -0.791
H: 2.548 1.301 0.735
H: -2.996 -1.060 0.034
H: -0.585 -1.318 1.393
H: -0.617 2.502 -0.461
H: 2.615 -0.946 -0.601
H: -2.867 1.169 -0.358
H: 1.577 2.518 0.375
H: -0.538 -2.421 0.013

Multiplicity: 1
LUMO: -0.1862 Ha
Molar mass: 109.2 Da
Total charge: +1

Model R:
A gas-phase ion, C6H9N2 (charge +1), computed with wB97M-V/def2-TZVPD.

CARTESIAN COORDINATES (ANGSTROEM)
N: -0.576 -0.016 -0.013
N: -3.075 -0.667 0.016
C: 1.604 -0.933 -0.234
C: 0.122 -1.330 0.156
C: 0.310 1.129 -0.080
C: 1.718 0.556 0.272
C: -1.854 0.006 0.043
C: -3.125 0.613 -0.083
H: 0.120 1.871 0.701
H: -3.468 1.579 0.121
H: -0.054 -1.805 1.147
H: -0.487 -1.970 -0.556
H: 1.609 -0.827 -1.348
H: 2.092 0.797 1.221
H: 2.428 0.976 -0.469
H: 2.460 -1.398 0.192
H: 0.176 1.420 -1.084

Multiplicity: 1
LUMO: -0.1760 Ha
Molar mass: 109.2 Da
Total charge: +1

Model S:
A gas-phase ion, C6H9N2 (charge +1), computed with wB97M-V/def2-TZVPD.

CARTESIAN COORDINATES (ANGSTROEM)
N: -0.304 -1.226 -0.939
N: -0.884 0.348 0.553
C: 0.736 -0.125 -1.057
C: -1.098 -0.766 0.022
C: 1.745 -1.298 -1.222
C: 0.425 0.881 0.053
C: 0.655 -2.273 -1.023
C: -1.454 1.174 1.628
H: 2.462 -1.590 -0.373
H: -0.540 1.261 2.313
H: 0.238 1.951 -0.223
H: 0.593 0.303 -2.118
H: 1.076 0.934 0.878
H: -1.656 2.156 1.179
H: 2.337 -1.094 -2.118
H: -1.907 -1.270 0.460
H: -2.423 0.633 1.989

Multiplicity: 1
LUMO: -0.1709 Ha
Molar mass: 109.2 Da
Total charge: +1

Most stable: model Q (next structure +2.264 eV)

Model P:
A single C10H11NO molecule, computed with wB97M-V/def2-TZVPD.

CARTESIAN COORDINATES (ANGSTROEM)
O: 0.070 2.089 -1.184
N: 0.132 2.136 0.249
C: 2.400 -1.889 0.702
C: 1.581 -0.743 0.730
C: 1.728 -0.673 -1.662
C: 2.628 -1.692 -1.645
C: -2.428 1.511 0.187
C: 2.841 -2.407 -0.498
C: 0.435 0.996 -0.390
C: -2.031 0.018 -0.001
C: -1.200 2.211 0.865
C: 1.223 -0.176 -0.505
H: 2.725 -2.311 1.579
H: -2.630 2.051 -0.856
H: 2.940 -2.191 -2.580
H: -1.913 -0.620 0.913
H: -1.654 -0.557 -0.904
H: 3.717 -2.975 -0.506
H: -1.411 3.245 0.699
H: -1.114 2.106 1.945
H: -3.261 1.666 0.825
H: 1.654 -0.195 -2.682
H: 1.231 -0.444 1.670

Multiplicity: 1
LUMO (spin up / spin down): -0.0004 / 0.0134 Ha
Molar mass: 161.2 Da

Model Q:
A single C10H11NO molecule, computed with wB97M-V/def2-TZVPD.

CARTESIAN COORDINATES (ANGSTROEM)
O: -1.076 -0.679 1.631
N: -1.866 1.235 -1.217
C: 1.650 -1.329 -0.516
C: 1.702 1.406 0.525
C: 0.583 -0.749 0.082
C: 2.825 -0.566 -0.361
C: 0.569 0.516 0.654
C: -1.898 0.518 0.004
C: 2.897 0.798 0.059
C: -0.668 -1.451 0.527
C: -1.683 -1.009 -0.480
C: -0.831 0.739 1.022
H: -0.846 -2.542 0.650
H: 1.671 2.443 0.975
H: 3.782 -1.134 -0.515
H: 1.661 -2.234 -0.955
H: -2.814 0.687 0.664
H: -2.020 2.236 -1.100
H: -0.935 1.375 1.843
H: 3.802 1.425 0.059
H: -1.384 -0.992 -1.455
H: -2.527 -1.595 -0.319
H: -2.592 0.904 -1.777

Multiplicity: 1
LUMO: 0.0349 Ha
Molar mass: 161.2 Da

Most stable: model Q (next structure +4.664 eV)